ORCA calculation (ωB97M-V with the def2-TZVPD basis set) on an isolated molecule of C29H33N5O3S.

The SMILES is CC(C)C(=O)Nc1ccc(N(C(=O)Cn2cnc3ccccc32)[C@@H](C(=O)NC(C)(C)C)c2ccsc2)cc1. The calculation puts the total energy at -2022.66670 a.u. The calculation puts the lowest unoccupied orbital energy at 0.018 Eh. As for the total charge: 0.

XYZ file:
```
71
C29H33N5O3S, DFT ωB97M-V with the def2-TZVPD basis set
C -6.59649 -0.21764 0.16929
H -7.68295 -0.23684 0.11921
H -6.31210 0.33220 1.06471
H -6.23767 -1.23949 0.26688
C -6.03088 0.42840 -1.09639
C -4.51399 0.26856 -1.16334
O -3.96780 -0.32528 -2.06345
N -3.86201 0.86731 -0.12289
C -2.50700 0.85281 0.18567
C -2.09185 1.52036 1.33834
C -0.76663 1.50126 1.72166
C 0.16129 0.80623 0.95828
C -0.23800 0.17961 -0.21530
C -1.56201 0.19839 -0.60132
H -1.87399 -0.30447 -1.50044
H 0.49124 -0.33316 -0.82301
N 1.53183 0.76762 1.34014
C 2.05336 -0.10113 2.22146
O 3.25829 -0.21909 2.38770
C 1.07958 -0.91909 3.08169
N 0.03632 -1.57936 2.35668
C -1.31017 -1.46328 2.53839
N -2.02126 -2.14582 1.69958
C -1.11295 -2.77520 0.88264
C -1.30266 -3.62573 -0.20003
C -0.17906 -4.12023 -0.82811
C 1.10983 -3.79103 -0.40143
C 1.32240 -2.93828 0.66329
C 0.19663 -2.43365 1.29259
H 2.31594 -2.67886 0.99788
H 1.95699 -4.21943 -0.91723
H -0.29124 -4.78395 -1.67228
H -2.29685 -3.88031 -0.52835
H -1.72188 -0.85861 3.32418
H 0.62302 -0.24725 3.81523
H 1.69399 -1.65266 3.61908
C 2.43520 1.69451 0.63978
C 1.79341 3.04041 0.51906
C 0.86331 3.38693 -0.41288
S 0.31275 4.99722 -0.20891
C 1.33950 5.21545 1.15412
C 2.06366 4.10241 1.42284
H 2.76949 4.02635 2.23117
H 1.34556 6.15581 1.66773
H 0.48070 2.79552 -1.21844
H 3.33106 1.77400 1.26821
C 2.86077 1.09372 -0.72178
O 2.52893 1.57037 -1.78622
N 3.61799 -0.00097 -0.55897
H 3.86260 -0.27454 0.38433
C 4.18867 -0.79657 -1.64937
C 3.06051 -1.31799 -2.54316
H 3.46966 -1.93861 -3.33557
H 2.52972 -0.48300 -2.99151
H 2.35695 -1.91070 -1.96165
C 5.14829 0.07752 -2.46168
H 5.95119 0.44826 -1.82808
H 5.58054 -0.49718 -3.27603
H 4.61015 0.92505 -2.87644
C 4.94388 -1.96047 -1.01111
H 5.72347 -1.59271 -0.34706
H 4.26574 -2.58948 -0.43922
H 5.40815 -2.56972 -1.78185
H -0.44796 2.02088 2.61366
H -2.81475 2.05180 1.94136
H -4.44068 1.33520 0.56015
C -6.43627 1.89876 -1.21023
H -6.00465 2.34351 -2.10386
H -7.51911 1.97839 -1.27604
H -6.10854 2.47510 -0.34678
H -6.42121 -0.10816 -1.96656
```